This record from the OMol25 dataset describes C34H41BN7O5PPbS as an isolated structure. The level of theory is the ωB97M-V functional and the def2-TZVPD basis.

XYZ file:
```
91
C34H41BN7O5PPbS, DFT the ωB97M-V functional and the def2-TZVPD basis
Pb 0.458 -0.399 -0.866
O -0.111 3.548 -1.050
C -1.026 3.175 -0.396
C -2.463 3.203 -0.782
C -2.829 4.317 -1.532
C -4.153 4.520 -1.870
C -5.104 3.591 -1.474
C -4.727 2.454 -0.769
C -3.403 2.228 -0.401
P -2.857 0.594 0.329
C -3.371 0.765 2.079
C -3.677 1.983 2.682
C -3.949 2.046 4.045
C -3.906 0.897 4.820
C -3.598 -0.324 4.228
C -3.331 -0.390 2.869
C -4.154 -0.490 -0.383
C -3.938 -0.908 -1.698
C -4.855 -1.719 -2.347
C -6.007 -2.127 -1.684
C -6.236 -1.710 -0.380
C -5.314 -0.895 0.270
H -2.060 5.017 -1.839
H -4.443 5.397 -2.437
H -6.145 3.736 -1.735
H -5.480 1.719 -0.514
H -3.697 2.893 2.093
H -4.187 3.000 4.500
H -4.110 0.950 5.882
H -3.549 -1.224 4.830
H -3.077 -1.344 2.408
H -3.034 -0.597 -2.216
H -4.667 -2.043 -3.364
H -6.720 -2.771 -2.183
H -7.138 -2.016 0.136
H -5.508 -0.577 1.286
C -2.038 -3.768 -1.056
C -1.074 -3.386 0.057
C -1.292 -4.260 1.282
O -1.317 -2.005 0.364
C 0.359 -3.554 -0.500
O 0.992 -4.579 -0.296
O 0.802 -2.550 -1.201
H -3.070 -3.632 -0.720
H -1.881 -4.812 -1.331
H -1.869 -3.146 -1.938
H -2.353 -4.275 1.541
H -0.725 -3.879 2.137
H -0.949 -5.272 1.082
H -0.761 -1.753 1.118
N 0.852 0.330 5.574
C 1.116 -0.546 4.555
C 0.297 -0.608 3.408
N 0.479 -1.539 2.490
C 1.493 -2.400 2.653
C 2.321 -2.292 3.749
N 2.137 -1.379 4.704
H 0.326 1.161 5.359
H 1.580 0.423 6.262
H -0.510 0.106 3.259
H 1.636 -3.163 1.894
H 3.161 -2.966 3.878
C 5.458 0.703 1.670
N 4.257 0.952 0.877
C 3.356 1.934 1.467
C 3.643 -0.110 0.246
O 2.428 -0.335 0.487
N 4.380 -0.847 -0.591
C 5.609 -0.364 -1.215
C 3.871 -2.108 -1.124
H 5.191 0.459 2.704
H 6.094 1.588 1.674
H 6.025 -0.128 1.262
H 3.938 2.817 1.728
H 2.862 1.555 2.366
H 2.595 2.224 0.745
H 5.767 0.684 -0.988
H 5.509 -0.466 -2.296
H 6.469 -0.951 -0.885
H 3.052 -2.484 -0.523
H 4.682 -2.838 -1.127
H 3.505 -1.975 -2.144
B 0.010 3.507 3.447
C -0.424 3.040 2.050
N -0.770 2.759 0.980
H -0.852 3.249 4.258
H 1.123 3.108 3.695
H 0.032 4.709 3.180
S 3.924 1.110 -4.185
C 2.693 0.625 -3.261
N 1.792 0.270 -2.589
```

Computed properties:
Total energy (Ha): -3037.003649
F_max (eV/A): 1.0
Orbital gap (eV): 7.05
Total charge: 0
ΔE to the lowest compared entry with this formula, charge and spin (kJ/mol): 99.5


This record from the OMol25 dataset describes C34H41Cl2IrN7O2SSi2 as an isolated structure. The level of theory is the ωB97M-V functional and the def2-TZVPD basis.

XYZ file:
```
90
C34H41Cl2IrN7O2SSi2, DFT the ωB97M-V functional and the def2-TZVPD basis
Ir -1.339 -0.316 0.419
C -1.493 3.894 1.159
C -1.400 2.504 0.624
N -1.706 1.441 1.300
N -2.190 1.539 2.564
C -2.286 0.360 3.155
N -2.729 0.398 4.445
S -1.900 -1.191 2.505
C -1.044 2.247 -0.782
C -0.780 3.258 -1.696
C -0.579 2.932 -3.029
C -0.643 1.605 -3.422
C -0.883 0.639 -2.457
N -1.068 0.953 -1.182
H -1.772 3.852 2.208
H -2.245 4.467 0.611
H -0.535 4.412 1.069
H -3.235 1.228 4.710
H -3.079 -0.472 4.809
H -0.753 4.285 -1.358
H -0.378 3.710 -3.755
H -0.494 1.314 -4.452
H -0.936 -0.418 -2.684
C -5.789 -0.412 -1.615
Si -4.669 -0.010 -0.150
C -5.622 -0.295 1.452
C -4.450 1.847 -0.294
N -3.201 -0.896 -0.210
C -3.219 -2.301 -0.288
C -4.366 -3.086 -0.179
C -4.317 -4.479 -0.258
C -3.097 -5.108 -0.411
C -1.933 -4.343 -0.492
C -1.968 -2.950 -0.457
N -0.866 -2.103 -0.525
Si 0.744 -2.588 -0.887
C 1.600 -3.224 0.660
C 1.745 -1.198 -1.661
C 0.857 -3.898 -2.246
H -6.745 0.112 -1.518
H -5.997 -1.474 -1.732
H -5.313 -0.071 -2.540
H -6.686 -0.056 1.355
H -5.205 0.333 2.246
H -5.532 -1.334 1.778
H -5.414 2.297 -0.548
H -3.744 2.110 -1.086
H -4.114 2.292 0.644
H -5.318 -2.607 0.006
H -5.229 -5.057 -0.167
H -3.034 -6.190 -0.440
H -0.975 -4.841 -0.547
H 1.348 -2.563 1.493
H 2.690 -3.264 0.572
H 1.243 -4.225 0.917
H 1.594 -0.238 -1.171
H 1.511 -1.103 -2.725
H 2.807 -1.457 -1.586
H 0.534 -4.903 -1.979
H 1.899 -3.959 -2.579
H 0.255 -3.576 -3.102
Cl 3.011 1.652 -2.984
C 4.385 0.770 -2.370
C 5.107 0.006 -3.257
C 6.201 -0.717 -2.810
C 6.546 -0.638 -1.475
C 5.808 0.127 -0.584
Cl 6.376 0.128 1.063
C 4.670 0.851 -0.990
N 3.818 1.576 -0.198
C 3.985 2.052 1.142
C 4.628 3.268 1.333
C 4.764 3.800 2.605
C 4.234 3.108 3.686
C 3.580 1.903 3.488
C 3.446 1.348 2.218
C 2.713 0.048 2.043
C 1.189 0.296 2.020
O 0.648 0.717 3.028
O 0.649 0.096 0.861
H 4.803 -0.022 -4.295
H 6.774 -1.329 -3.493
H 7.398 -1.182 -1.092
H 3.024 1.958 -0.686
H 5.028 3.784 0.468
H 5.277 4.742 2.749
H 4.323 3.514 4.686
H 3.139 1.380 4.327
H 2.909 -0.596 2.901
H 3.010 -0.465 1.131
```

Computed properties:
Total energy (Ha): -3856.188715
F_max (eV/A): 0.7
Orbital gap (eV): 5.42
Total charge: -1
ΔE to the lowest compared entry with this formula, charge and spin (kJ/mol): 8.9


This record from the OMol25 dataset describes a 24-piece molecular cluster, C34H41Cl69N2O3 overall. The level of theory is the ωB97M-V functional and the def2-TZVPD basis.

XYZ file:
```
149
C34H41Cl69N2O3, DFT the ωB97M-V functional and the def2-TZVPD basis
C -0.409 -3.564 0.867
C -1.598 -2.716 0.188
O -1.425 -2.424 -1.223
C -1.214 -1.010 -1.480
C -2.506 -0.260 -2.097
O -3.255 0.497 -1.111
C -4.155 -0.347 -0.349
C -4.185 0.194 1.185
O -2.857 0.527 1.670
C -2.607 1.947 1.633
C -0.970 2.127 1.580
C -0.173 0.772 1.851
N 0.333 -0.283 2.138
C -0.616 3.171 2.793
C 0.876 3.707 2.664
N 1.953 4.232 2.618
H -0.872 -4.119 1.774
H 0.464 -2.910 1.236
H 0.022 -4.395 0.197
H -2.556 -3.362 0.304
H -1.796 -1.775 0.833
H -0.769 -0.466 -0.575
H -0.412 -0.954 -2.318
H -2.080 0.522 -2.838
H -3.190 -0.960 -2.712
H -5.218 -0.167 -0.772
H -3.947 -1.468 -0.430
H -4.958 1.032 1.309
H -4.542 -0.702 1.827
H -2.991 2.443 0.664
H -3.074 2.519 2.515
H -0.647 2.561 0.558
H -0.744 2.564 3.760
H -1.424 3.993 2.722
C -2.138 -0.349 -6.104
Cl -1.237 -1.840 -6.409
Cl -3.559 -0.680 -5.099
Cl -1.099 0.860 -5.335
H -2.478 0.048 -7.058
C 3.660 -1.767 0.411
Cl 3.547 -3.330 1.229
Cl 5.066 -1.727 -0.665
Cl 2.177 -1.429 -0.488
H 3.785 -0.993 1.166
C 2.876 6.590 0.053
Cl 2.814 8.355 0.181
Cl 1.299 5.947 -0.428
Cl 4.128 6.093 -1.095
H 3.128 6.184 1.032
C 7.337 -3.942 1.805
Cl 8.950 -3.352 2.234
Cl 7.437 -5.551 1.076
Cl 6.287 -3.971 3.229
H 6.906 -3.260 1.073
C 4.539 -8.531 1.082
Cl 4.362 -6.776 1.195
Cl 3.013 -9.281 0.593
Cl 5.830 -8.951 -0.051
H 4.808 -8.912 2.066
C -6.606 -1.232 -7.077
Cl -6.611 -2.897 -7.675
Cl -6.197 -0.105 -8.379
Cl -8.175 -0.820 -6.369
H -5.848 -1.149 -6.302
C 9.111 -9.889 2.055
Cl 9.117 -11.558 1.468
Cl 9.542 -8.770 0.753
Cl 7.530 -9.474 2.733
H 9.855 -9.800 2.843
C -4.853 5.171 3.895
Cl -6.001 4.254 2.909
Cl -3.354 4.251 4.122
Cl -4.516 6.745 3.157
H -5.300 5.341 4.873
C -3.289 8.252 6.902
Cl -3.307 6.585 6.304
Cl -2.866 9.372 5.600
Cl -4.856 8.677 7.604
H -2.532 8.329 7.680
C -8.755 -5.329 -10.512
Cl -7.741 -6.107 -9.288
Cl -10.045 -6.420 -11.036
Cl -9.433 -3.817 -9.891
H -8.132 -5.096 -11.375
C -3.371 5.363 -0.814
Cl -4.850 4.438 -0.516
Cl -3.065 6.498 0.509
Cl -1.991 4.277 -1.037
H -3.505 5.935 -1.730
C 3.591 -12.888 1.376
Cl 4.864 -11.696 1.668
Cl 3.728 -13.556 -0.257
Cl 3.661 -14.180 2.583
H 2.628 -12.389 1.462
C -4.998 10.376 0.000
Cl -3.688 11.524 0.307
Cl -4.882 9.725 -1.642
Cl -4.950 9.070 1.191
H -5.948 10.898 0.095
C 2.974 2.353 -5.364
Cl 2.967 0.686 -5.957
Cl 3.379 3.476 -6.670
Cl 1.408 2.766 -4.652
H 3.735 2.438 -4.591
C -0.357 -5.858 -5.575
Cl -0.371 -7.525 -6.167
Cl 0.048 -4.737 -6.884
Cl -1.919 -5.439 -4.859
H 0.407 -5.774 -4.804
C 0.232 13.180 -0.392
Cl -1.308 13.083 0.473
Cl 1.035 14.724 -0.072
Cl 1.273 11.824 0.066
H 0.031 13.113 -1.459
C 4.588 16.113 -0.343
Cl 5.920 17.243 -0.062
Cl 4.676 15.442 -1.978
Cl 4.605 14.817 0.862
H 3.651 16.658 -0.247
C 6.436 -17.399 1.784
Cl 7.121 -15.771 1.663
Cl 4.697 -17.319 2.100
Cl 6.759 -18.321 0.309
H 6.913 -17.909 2.619
C 3.812 -6.620 5.521
Cl 3.624 -4.862 5.608
Cl 2.295 -7.378 5.018
Cl 5.118 -7.048 4.407
H 4.069 -6.991 6.512
C 2.011 -0.212 5.515
Cl 0.456 -0.372 6.345
Cl 2.715 1.383 5.815
Cl 3.124 -1.491 6.027
H 1.840 -0.316 4.444
C 1.173 10.618 6.236
Cl 2.448 11.801 6.559
Cl 0.407 10.102 7.746
Cl -0.030 11.288 5.125
H 1.626 9.747 5.766
C -1.342 -4.625 -10.484
Cl -1.355 -6.292 -11.075
Cl -0.937 -3.504 -11.793
Cl -2.904 -4.206 -9.768
H -0.578 -4.541 -9.713
C -3.975 0.638 6.365
Cl -3.490 0.917 4.686
Cl -4.500 2.151 7.121
Cl -5.258 -0.576 6.447
H -3.112 0.263 6.913
```

Computed properties:
Total energy (Ha): -33408.300048
F_max (eV/A): 6.0
Orbital gap (eV): 9.31
Total charge: 0
ΔE to the lowest compared entry with this formula, charge and spin (kJ/mol): 269.6


This record from the OMol25 dataset describes C34H41F7NO7S3 as an isolated structure. The level of theory is the ωB97M-V functional and the def2-TZVPD basis.

XYZ file:
```
93
C34H41F7NO7S3, DFT the ωB97M-V functional and the def2-TZVPD basis
C -2.941 1.612 -2.619
C -4.245 0.945 -3.223
C -3.962 -0.150 -4.331
C -4.629 -1.557 -4.061
C -4.479 -2.103 -2.586
C -3.028 -2.001 -1.981
C -2.136 -3.307 -2.227
C -1.215 -3.567 -0.962
C 0.253 -3.000 -1.089
C 0.358 -1.571 -1.735
C 0.112 -0.358 -0.744
C 0.935 -0.435 0.579
C 0.483 -1.123 1.678
O -0.723 -1.815 1.735
C -1.874 -0.971 1.959
C -1.782 -0.022 3.210
C -3.258 0.476 3.576
C -3.993 -0.717 4.350
C 1.438 -1.164 2.928
O 1.067 -1.122 4.071
C 2.967 -1.248 2.550
C 3.863 -2.043 3.381
F 3.447 -2.696 4.497
C 5.272 -2.101 2.946
S 6.492 -3.090 3.890
C 5.751 -1.375 1.761
C 4.860 -0.532 0.929
C 5.335 0.291 -0.309
C 6.404 -0.406 -1.201
C 6.051 -0.665 -2.616
C 6.977 -1.274 -3.569
C 8.315 -1.684 -3.124
C 8.703 -1.442 -1.723
C 7.747 -0.802 -0.797
C 3.452 -0.517 1.355
C 2.334 0.276 0.581
O 2.522 1.348 0.065
H -2.622 2.542 -3.161
H -2.050 0.928 -2.605
H -3.160 1.890 -1.553
H -4.930 0.560 -2.421
H -4.805 1.784 -3.735
H -2.844 -0.323 -4.356
H -4.266 0.166 -5.364
H -4.312 -2.344 -4.807
H -5.741 -1.426 -4.243
H -4.783 -3.192 -2.617
H -5.201 -1.581 -1.906
H -3.156 -1.812 -0.873
H -2.424 -1.143 -2.371
H -1.534 -3.246 -3.170
H -2.854 -4.179 -2.275
H -1.115 -4.688 -0.831
H -1.777 -3.207 -0.064
H 0.801 -3.704 -1.786
H 0.765 -3.102 -0.096
H -0.284 -1.424 -2.642
H 1.426 -1.466 -2.100
H -0.986 -0.215 -0.596
H 0.475 0.566 -1.284
H -2.182 -0.350 1.077
H -2.738 -1.672 2.158
H -1.128 0.840 2.940
H -1.439 -0.615 4.092
H -3.828 0.822 2.679
H -3.148 1.297 4.341
H -4.548 -1.318 3.577
H -4.670 -0.346 5.161
H -3.262 -1.430 4.823
H 6.138 -4.409 3.700
H 6.829 -1.497 1.530
H 5.685 1.289 0.058
H 4.436 0.463 -0.961
H 5.031 -0.376 -2.981
H 6.656 -1.410 -4.631
H 9.066 -2.172 -3.791
H 9.711 -1.734 -1.349
H 8.108 -0.616 0.239
C -3.712 7.432 2.716
F -4.663 8.371 2.584
F -2.570 8.077 3.027
F -4.036 6.699 3.800
S -3.535 6.401 1.214
O -3.167 7.335 0.180
O -4.828 5.784 1.048
N -2.375 5.461 1.755
S -1.903 4.360 0.719
O -1.183 4.837 -0.435
O -2.838 3.289 0.458
C -0.622 3.591 1.772
F -1.123 3.093 2.914
F 0.335 4.465 2.137
F 0.003 2.567 1.161
```

Computed properties:
Total energy (Ha): -3795.137500
F_max (eV/A): 3.1
Orbital gap (eV): 7.53
Total charge: -1